This record from the Open Molecules 2025 dataset describes one molecule with the formula C9H14NP in a non-equilibrium geometry. The level of theory is wB97M-V/def2-TZVPD.

Geometry as XYZ:
```
25
Properties=species:S:1:pos:R:3:forces:R:3:nbo_charge:R:1
C 1.0176 0.5362 1.5947 0.238 0.978 2.078 -0.62
C 0.0764 0.3359 0.4180 2.138 -0.521 -1.662 -0.01
C -1.2716 0.8815 0.8512 1.822 -1.202 3.357 -0.60
C 0.7792 1.0937 -0.8018 1.034 -0.868 -0.752 -0.34
C 0.2428 2.3810 -1.0636 -0.198 1.909 0.091 0.28
N -0.1118 3.4494 -1.3036 -0.166 -0.202 0.039 -0.33
C 0.6497 0.3172 -2.1606 0.506 -0.646 1.054 -0.65
P 0.6958 -1.5306 -1.6990 -0.502 0.830 -1.351 0.69
C -1.0517 -1.3194 -1.0605 -0.276 -3.996 -0.690 -0.62
C 0.0326 -1.1499 -0.0955 -1.591 1.882 3.157 -0.32
C -0.0530 -2.1666 1.0420 0.807 0.142 -1.060 -0.60
H 0.4004 0.6927 2.5484 1.007 0.185 -1.238 0.21
H 1.6694 1.4499 1.4140 -0.726 -1.184 0.632 0.22
H 1.6292 -0.3248 1.8968 0.181 0.228 -0.696 0.22
H -1.3213 0.3420 1.9704 -0.975 1.812 -3.012 0.21
H -2.0886 0.7140 0.2224 -1.267 -0.590 -0.812 0.21
H -1.1134 1.9507 0.9108 -0.364 0.317 0.724 0.23
H 1.9373 1.2778 -0.7004 -2.209 -0.670 0.462 0.26
H -0.1934 0.6674 -2.7857 0.511 -0.498 0.308 0.24
H 1.5958 0.4691 -2.6209 0.493 0.495 -1.094 0.22
H -1.5182 -2.3508 -0.9727 0.042 1.581 -0.233 0.22
H -1.6648 -0.5738 -1.4841 -0.389 0.806 -0.291 0.23
H 0.9689 -2.3850 1.3956 -0.665 -0.590 -0.030 0.22
H -0.6646 -2.9725 0.6343 0.797 -0.684 0.416 0.22
H -0.6427 -1.7850 1.8497 -0.247 0.486 0.604 0.21
```
Forces are in eV/Å.

strongest force on any atom	4.06	eV Å⁻¹
total charge	0
E_HOMO	-9.632	eV
E	-20336.40433	eV
SMILES	CC1(C)[C@H](C#N)CP2C[C@@]21C